Entry 1:
Density functional theory data (ωB97M-V/def2-TZVPD) for a molecular structure, C8H14BeOP in a non-equilibrium geometry.

```
25
Properties=species:S:1:pos:R:3:nbo_charge:R:1
C -0.857 1.863 -0.398 -0.381
C 0.150 2.839 -0.130 -0.371
C 0.675 2.565 1.167 -0.359
C -0.087 1.522 1.760 -0.365
C -1.000 1.039 0.773 -0.387
Be -0.252 -2.024 -0.708 1.340
P -0.273 -1.428 -2.666 -0.392
H -1.413 1.744 -1.322 0.172
H 0.495 3.618 -0.803 0.176
H 1.485 3.105 1.654 0.173
H -1.686 0.200 0.887 0.185
H 0.012 1.140 2.776 0.179
H 0.852 -1.576 -3.552 -0.131
H -0.667 -0.074 -2.918 0.011
H -1.295 -2.172 -3.341 0.022
C 0.874 -3.630 2.438 -0.663
C 0.845 -3.041 1.099 0.293
C 2.017 -3.075 0.217 -0.711
O -0.251 -2.495 0.679 -0.997
H 1.642 -4.414 2.462 0.193
H -0.095 -4.065 2.717 0.209
H 1.172 -2.878 3.185 0.205
H 1.782 -3.206 -0.860 0.177
H 2.611 -2.145 0.327 0.216
H 2.657 -3.910 0.538 0.207
```

* gap between HOMO and LUMO (spin up / spin down): 5.12 / 4.38 eV
* energy above the lowest of the compared OMol25 structures with the same formula, charge and spin: 1.428 eV
* DFT total energy: -20257.08863 eV
* molecular weight: 166.2 g/mol
* total charge: -1
* max |F|: 2.357 eV/Å



Entry 2:
Density functional theory data (ωB97M-V/def2-TZVPD) for 2 unconnected molecules or ions with the total composition C8H14Br.

```
23
Properties=species:S:1:pos:R:3:lowdin_spin:R:1
Br 3.774 -1.952 1.415 0.857
H 1.635 -1.622 0.715 0.037
C 1.425 -1.062 -0.237 0.069
C -0.056 -1.039 -0.664 0.012
C -0.881 0.123 -0.067 0.001
C -0.165 1.459 -0.415 0.002
C 1.321 1.436 -0.113 0.007
C 2.016 0.300 -0.053 0.007
C -2.294 0.139 -0.676 0.001
C -0.986 -0.044 1.450 0.000
H 1.987 -1.662 -0.979 0.000
H -0.062 -0.899 -1.755 0.003
H -0.541 -2.001 -0.448 0.001
H -0.341 1.670 -1.494 0.001
H -0.638 2.272 0.164 0.000
H 1.800 2.411 -0.022 0.001
H 3.076 0.270 0.198 0.003
H -2.877 0.964 -0.248 0.000
H -2.273 0.285 -1.768 0.000
H -2.833 -0.793 -0.453 0.000
H -1.575 0.784 1.862 0.000
H -1.522 -0.975 1.680 0.000
H 0.011 -0.060 1.909 0.000
```

* gap between HOMO and LUMO (spin up / spin down): 10.12 / 5.97 eV
* energy above the lowest of the compared OMol25 structures with the same formula, charge and spin: 0.000 eV
* ⟨S²⟩: 0.75
* DFT total energy: -78564.21408 eV
* molecular weight: 190.1 g/mol
* spin multiplicity: 2
* max |F|: 0.653 eV/Å



Entry 3:
Density functional theory data (ωB97M-V/def2-TZVPD) for a molecular structure, C8H14Br3ClN2O4Pd in a non-equilibrium geometry.

```
33
Properties=species:S:1:pos:R:3:lowdin_spin:R:1
Pd -30.527 31.673 23.544 1.402
Br -32.860 30.641 24.674 0.148
Br -31.061 31.378 20.853 0.178
Br -31.358 34.538 23.549 0.174
Cl -28.344 32.273 26.866 0.001
O -28.309 31.015 27.420 0.000
O -29.479 32.332 25.978 0.017
O -28.560 33.166 28.027 0.003
O -27.157 32.627 26.045 0.000
C -25.968 30.799 20.381 0.000
C -25.369 31.997 21.037 0.000
C -25.815 32.062 22.501 0.000
C -27.255 32.130 22.744 0.001
N -28.346 32.236 22.965 0.037
H -25.685 29.882 20.898 0.000
H -25.789 30.650 19.317 0.000
H -27.057 30.841 20.381 0.000
H -25.623 32.916 20.509 0.000
H -24.281 31.960 21.001 0.000
H -25.484 33.055 22.805 0.000
H -25.512 31.344 23.263 0.000
C -28.776 27.318 20.747 0.000
C -27.871 27.179 21.948 0.000
C -28.466 27.179 23.261 0.000
C -29.159 28.487 23.496 0.001
N -29.566 29.570 23.698 0.039
H -29.345 26.397 20.623 0.000
H -28.122 27.264 19.876 0.000
H -29.481 28.145 20.825 0.000
H -27.066 27.911 22.011 0.000
H -27.279 26.265 21.906 0.000
H -27.754 27.003 24.067 0.000
H -29.287 26.462 23.295 0.000
```

* gap between HOMO and LUMO (spin up / spin down): 6.07 / 6.02 eV
* energy above the lowest of the compared OMol25 structures with the same formula, charge and spin: 1.680 eV
* ⟨S²⟩: 2.01
* DFT total energy: -245817.50446 eV
* molecular weight: 583.8 g/mol
* spin multiplicity: 3
* total charge: -2
* max |F|: 5.079 eV/Å



Entry 4:
Density functional theory data (ωB97M-V/def2-TZVPD) for a molecular structure, C8H14CdN3 in a non-equilibrium geometry.

```
26
Properties=species:S:1:pos:R:3:nbo_charge:R:1
C -2.165 2.357 -2.506 -1.290
Cd -1.959 0.870 -0.990 0.994
N -0.848 2.930 0.286 -1.295
H -2.654 -0.878 -0.752 -0.283
H -2.485 -0.621 -0.051 -0.182
H -2.837 1.755 -3.184 0.184
H -1.436 2.875 -3.110 0.195
H -2.767 3.128 -2.051 0.198
H 0.149 2.918 0.055 0.313
H -0.912 2.787 1.290 0.341
H -1.186 3.868 0.083 0.349
N 2.438 0.112 0.403 -0.546
C 1.521 0.870 -0.214 0.134
N 0.329 0.268 -0.194 -0.586
C 0.508 -0.957 0.443 0.151
C -0.343 -2.048 0.633 -0.326
C 0.175 -3.233 1.142 -0.253
C 1.530 -3.334 1.501 -0.227
C 2.390 -2.224 1.358 -0.336
C 1.848 -1.070 0.833 0.081
H 3.424 0.353 0.542 0.398
H 1.791 1.839 -0.667 0.193
H -1.378 -1.948 0.355 0.201
H -0.474 -4.093 1.266 0.200
H 1.900 -4.274 1.889 0.196
H 3.442 -2.253 1.639 0.196
```

* gap between HOMO and LUMO (spin up / spin down): 2.74 / 2.74 eV
* energy above the lowest of the compared OMol25 structures with the same formula, charge and spin: 0.717 eV
* DFT total energy: -17552.35453 eV
* molecular weight: 264.6 g/mol
* total charge: -1
* max |F|: 2.752 eV/Å



Entry 5:
Density functional theory data (ωB97M-V/def2-TZVPD) for a molecular structure, C8H14Cl3F3NO4Sr in a non-equilibrium geometry.

```
34
Properties=species:S:1:pos:R:3:nbo_charge:R:1
Sr -3.600 -6.025 3.639 1.690
O -1.933 -2.923 2.147 -1.131
H -1.386 -2.297 1.633 0.442
C -3.461 -0.204 -2.779 0.516
O -2.727 -0.089 -3.799 -0.616
N -4.642 0.526 -2.647 -0.428
C -5.414 0.446 -1.346 -0.414
C -5.279 1.274 -3.664 -0.421
H -3.166 -0.752 -1.871 0.127
H -5.014 -0.319 -0.681 0.204
H -6.450 0.152 -1.514 0.193
H -5.517 1.391 -0.813 0.202
H -4.770 1.101 -4.612 0.244
H -6.343 1.100 -3.821 0.196
H -5.246 2.327 -3.385 0.195
C 5.061 0.299 2.217 -0.630
C 5.125 -0.755 1.123 -0.069
O 5.844 -0.328 0.014 -0.480
C 6.228 -1.093 -1.014 0.692
O 5.859 -2.233 -1.220 -0.542
C 7.152 -0.441 -2.030 0.905
F 6.678 -0.424 -3.283 -0.292
F 7.344 0.872 -1.694 -0.319
F 8.324 -1.084 -1.962 -0.297
H 4.543 -0.038 3.115 0.222
H 4.530 1.154 1.798 0.216
H 5.986 0.647 2.676 0.223
H 4.109 -1.085 0.908 0.189
H 5.652 -1.629 1.506 0.183
C -3.518 1.960 4.256 -0.280
Cl -2.603 2.575 2.867 0.020
Cl -5.140 2.619 4.389 0.027
Cl -2.633 2.391 5.758 0.006
H -3.593 0.885 4.089 0.226
```

* gap between HOMO and LUMO: 3.44 eV
* energy above the lowest of the compared OMol25 structures with the same formula, charge and spin: 6.099 eV
* DFT total energy: -64746.35382 eV
* molecular weight: 439.2 g/mol
* total charge: +1
* max |F|: 3.959 eV/Å



Entry 6:
Density functional theory data (ωB97M-V/def2-TZVPD) for a molecular structure, C8H14F6N3O4RhS3.

```
39
Properties=species:S:1:pos:R:3:nbo_charge:R:1
Rh -0.038 0.161 -0.394 0.962
C -1.773 2.031 0.898 -0.257
C -1.186 1.241 2.051 -0.257
N 0.066 0.542 1.615 -0.527
C 0.309 -0.741 2.343 -0.251
C -0.743 -1.782 1.973 -0.555
S -1.212 -1.630 0.205 0.683
C -2.904 -0.921 0.272 -0.551
C -2.956 0.323 -0.595 -0.253
N -1.780 1.218 -0.361 -0.522
H -1.161 2.911 0.695 0.242
H -2.781 2.378 1.133 0.253
H -1.883 0.490 2.413 0.213
H -0.969 1.901 2.891 0.263
H 0.860 1.154 1.799 0.435
H 0.301 -0.568 3.421 0.253
H 1.300 -1.086 2.056 0.261
H -1.659 -1.708 2.557 0.255
H -0.347 -2.788 2.102 0.296
H -3.166 -0.737 1.311 0.244
H -3.577 -1.685 -0.117 0.294
H -3.882 0.871 -0.411 0.254
H -2.925 0.049 -1.649 0.257
H -1.766 1.874 -1.142 0.433
F 1.508 1.480 -5.129 -0.258
C 0.419 1.134 -4.494 0.790
F -0.135 2.185 -3.899 -0.299
F -0.446 0.550 -5.291 -0.268
S 0.860 -0.103 -3.177 2.185
O -0.414 -0.252 -2.391 -0.938
O 1.401 -1.276 -3.748 -0.805
N 1.802 0.753 -2.212 -1.214
S 2.745 -0.072 -1.233 2.197
O 1.805 -0.800 -0.295 -0.934
O 3.829 -0.825 -1.722 -0.781
C 3.391 1.343 -0.223 0.766
F 4.134 0.846 0.739 -0.269
F 2.331 1.982 0.330 -0.341
F 4.057 2.172 -0.976 -0.253
```

* gap between HOMO and LUMO: 8.33 eV
* energy above the lowest of the compared OMol25 structures with the same formula, charge and spin: 0.000 eV
* DFT total energy: -72985.03138 eV
* molecular weight: 529.3 g/mol
* total charge: +2
* max |F|: 0.269 eV/Å



Entry 7:
Density functional theory data (ωB97M-V/def2-TZVPD) for C8H14FN3O4S in the gas phase in a non-equilibrium geometry.

```
31
Properties=species:S:1:pos:R:3:nbo_charge:R:1
C -0.442 -0.032 -2.931 -0.748
C 0.391 -1.391 -2.771 0.698
O 1.263 -1.644 -3.673 -0.549
N 0.220 -2.403 -1.710 -0.511
C -1.198 -2.547 -1.260 -0.435
C 1.185 -2.241 -0.582 -0.221
C 1.474 -0.726 -0.126 -0.435
C 0.198 0.015 0.562 -0.433
C 0.744 1.097 1.618 -0.266
N -0.325 1.910 2.303 -0.318
O -1.557 1.762 1.736 -0.310
C -2.360 1.017 2.657 0.511
N -3.032 0.425 3.476 -0.316
S 0.085 3.606 2.344 2.284
O -0.649 4.323 3.461 -0.815
O -0.245 4.265 1.028 -0.830
F 1.741 3.807 2.688 -0.451
H 0.281 0.861 -2.933 0.258
H -0.960 -0.014 -3.971 0.259
H -1.288 0.057 -2.162 0.218
H -1.383 -3.687 -1.133 0.218
H -1.437 -2.066 -0.249 0.185
H -1.972 -2.174 -2.018 0.217
H 0.920 -2.879 0.349 0.219
H 2.198 -2.666 -0.959 0.228
H 1.974 -0.075 -0.944 0.230
H 2.269 -0.790 0.722 0.215
H -0.466 -0.721 1.153 0.219
H -0.431 0.545 -0.235 0.231
H 1.321 0.536 2.448 0.228
H 1.483 1.831 1.112 0.222
```

* gap between HOMO and LUMO: 8.16 eV
* energy above the lowest of the compared OMol25 structures with the same formula, charge and spin: 3.677 eV
* DFT total energy: -34728.12347 eV
* structure (SMILES): CC(=O)N(C)CCCCN(OC#N)S(=O)(=O)F
* molecular weight: 267.3 g/mol
* max |F|: 8.035 eV/Å



Entry 8:
Density functional theory data (ωB97M-V/def2-TZVPD) for a molecular structure, C8H14FO4S in a non-equilibrium geometry.

```
28
Properties=species:S:1:pos:R:3:lowdin_spin:R:1
C 0.024 0.211 -0.221 0.130
C -3.589 -1.123 0.398 0.001
C -1.454 -2.492 -0.484 0.023
C 2.536 2.643 0.875 0.000
C 3.111 0.292 -0.081 0.001
C -2.168 -1.091 -0.327 0.023
C 2.077 1.468 0.019 0.002
C -1.254 0.021 0.384 0.468
O -3.443 1.868 -0.381 0.272
O 0.375 -0.110 -1.333 0.148
O -1.394 2.977 -1.007 0.254
O 0.888 0.946 0.590 0.019
F -1.291 -0.227 1.728 0.083
S -2.112 2.263 0.064 0.568
H -4.110 -0.225 0.246 0.000
H -3.539 -1.215 1.422 0.000
H -4.292 -1.952 0.124 -0.001
H -1.600 -2.948 -1.451 0.003
H -0.439 -2.328 -0.445 0.001
H -1.889 -3.078 0.302 0.001
H 2.571 2.307 1.976 0.000
H 3.498 3.026 0.548 0.000
H 1.890 3.470 0.770 0.000
H 2.893 -0.469 -0.792 0.000
H 3.085 -0.116 0.895 0.000
H 4.137 0.673 -0.305 0.000
H -2.200 -0.770 -1.351 0.003
H 1.766 1.856 -0.937 0.001
```

* gap between HOMO and LUMO (spin up / spin down): 4.46 / 7.98 eV
* ⟨S²⟩: 2.01
* DFT total energy: -30263.69612 eV
* molecular weight: 225.3 g/mol
* spin multiplicity: 3
* total charge: -1
* max |F|: 5.242 eV/Å



Entry 9:
Density functional theory data (ωB97M-V/def2-TZVPD) for a molecular structure, C8H14MgN2P in a non-equilibrium geometry.

```
26
Properties=species:S:1:pos:R:3:nbo_charge:R:1
C -2.083 -1.726 0.930 -0.335
C -2.296 -2.642 -0.159 -0.499
C -3.021 -1.914 -1.201 -0.434
C -3.070 -0.537 -0.787 -0.482
C -2.502 -0.457 0.540 -0.418
Mg -1.088 -1.179 -1.076 0.880
P 0.713 -2.005 0.908 -0.074
H -1.640 -1.986 1.896 0.222
H -1.941 -3.678 -0.181 0.241
H -3.448 -2.276 -2.130 0.243
H -2.390 0.448 1.109 0.229
H -3.524 0.272 -1.335 0.234
H 1.698 -2.146 -0.099 0.023
H 0.791 -3.326 1.397 -0.016
H 1.444 -1.423 1.948 -0.022
C 1.514 3.025 0.792 -0.721
N 1.818 2.033 -0.252 -0.495
C 3.152 2.047 -0.862 -0.532
C 0.943 1.141 -0.583 0.510
N 0.159 0.336 -0.934 -0.735
H 2.332 3.752 0.777 0.189
H 1.433 2.550 1.782 0.183
H 0.558 3.527 0.575 0.199
H 3.738 1.170 -0.560 0.195
H 3.071 2.025 -1.954 0.204
H 3.639 2.967 -0.542 0.211
```

* gap between HOMO and LUMO (spin up / spin down): 2.53 / 3.50 eV
* DFT total energy: -26232.04686 eV
* molecular weight: 193.5 g/mol
* total charge: -1
* max |F|: 3.584 eV/Å



Entry 10:
Density functional theory data (ωB97M-V/def2-TZVPD) for 2 unconnected molecules or ions with the total composition C8H14N2 in a non-equilibrium geometry.

```
24
Properties=species:S:1:pos:R:3:nbo_charge:R:1
C -1.072 -0.841 -2.523 -0.617
C -2.234 -0.023 -1.968 -0.374
C -2.551 -0.264 -0.477 -0.516
C -2.968 -1.585 -0.028 0.280
N -3.286 -2.602 0.385 -0.315
H -1.131 -1.905 -2.298 0.219
H -0.129 -0.452 -2.127 0.200
H -0.981 -0.728 -3.605 0.219
H -3.143 -0.150 -2.560 0.208
H -1.994 1.032 -2.120 0.208
H -3.388 0.428 -0.349 0.253
H -1.696 0.059 0.116 0.235
C 2.873 1.565 0.849 -0.613
C 1.874 1.229 1.975 -0.386
C 1.152 -0.086 1.704 -0.505
C 2.035 -1.273 1.659 0.282
N 2.694 -2.216 1.664 -0.322
H 2.490 1.383 -0.157 0.204
H 3.733 0.889 0.907 0.215
H 3.216 2.594 0.914 0.217
H 1.174 2.064 1.924 0.209
H 2.341 1.197 2.955 0.216
H 0.640 -0.028 0.741 0.231
H 0.354 -0.289 2.418 0.252
```

* gap between HOMO and LUMO: 12.08 eV
* energy above the lowest of the compared OMol25 structures with the same formula, charge and spin: 0.972 eV
* DFT total energy: -11502.50877 eV
* structure (SMILES): CCCC#N.CCCC#N
* molecular weight: 138.2 g/mol
* max |F|: 1.407 eV/Å



Entry 11:
Density functional theory data (ωB97M-V/def2-TZVPD) for C8H14N2O in the gas phase in a non-equilibrium geometry.

```
25
Properties=species:S:1:pos:R:3:lowdin_spin:R:1
C -0.344 1.479 0.448 0.508
C -0.002 -0.847 1.571 0.072
C 1.489 -0.614 1.290 0.016
C 2.405 -0.444 -0.879 0.003
C -0.644 0.225 0.658 0.386
C 2.767 0.829 -0.980 0.002
C -1.607 -1.392 -0.939 0.032
C -2.800 0.574 -0.326 0.029
N -0.162 2.706 0.340 0.566
N -1.756 -0.321 0.062 0.279
O 1.842 -1.258 0.019 0.004
H -0.219 -1.915 1.316 0.010
H -0.098 -0.703 2.712 0.014
H 1.769 0.409 1.368 0.005
H 2.083 -1.200 1.967 0.001
H 2.930 -1.033 -1.672 0.000
H 3.417 1.224 -1.672 0.000
H 2.313 1.577 -0.340 0.001
H 0.525 3.202 -0.218 0.041
H -1.441 -1.082 -1.929 0.008
H -0.826 -1.987 -0.791 0.002
H -2.453 -1.910 -0.787 0.001
H -2.681 0.633 -1.361 0.005
H -3.851 0.319 -0.065 0.011
H -2.655 1.526 0.205 0.004
```

* gap between HOMO and LUMO (spin up / spin down): 5.81 / 7.69 eV
* energy above the lowest of the compared OMol25 structures with the same formula, charge and spin: 1.850 eV
* ⟨S²⟩: 2.01
* DFT total energy: -13543.09871 eV
* molecular weight: 154.2 g/mol
* spin multiplicity: 3
* max |F|: 4.414 eV/Å



Entry 12:
Density functional theory data (ωB97M-V/def2-TZVPD) for a molecular structure, C8H14N2PPd in a non-equilibrium geometry.

```
26
Properties=species:S:1:pos:R:3:lowdin_spin:R:1
C 1.769 -2.828 -0.102 0.001
C 2.761 -2.540 0.937 0.084
C 3.637 -1.525 0.472 0.002
C 3.212 -1.131 -0.848 0.096
C 2.057 -1.908 -1.216 -0.005
Pd -0.299 -1.732 -0.488 0.740
P -1.912 -2.305 0.944 0.150
H 1.202 -3.769 -0.153 0.009
H 2.819 -3.057 1.896 0.005
H 4.510 -1.125 1.003 -0.002
H 1.617 -1.969 -2.223 0.003
H 3.687 -0.359 -1.466 0.007
H -2.273 -1.389 1.986 0.058
H -1.775 -3.533 1.655 0.036
H -3.138 -2.500 0.232 0.026
C -1.301 3.542 -1.353 0.134
N -1.448 2.609 -0.223 0.016
C -2.259 3.044 0.937 0.265
C -1.002 1.378 -0.311 0.108
N -0.669 0.260 -0.440 0.068
H -1.885 4.439 -1.141 0.021
H -1.660 3.090 -2.279 0.020
H -0.254 3.823 -1.497 0.013
H -3.075 2.341 1.127 0.064
H -1.645 3.115 1.842 0.040
H -2.676 4.029 0.711 0.039
```

* gap between HOMO and LUMO (spin up / spin down): 2.71 / 6.24 eV
* ⟨S²⟩: 2.02
* DFT total energy: -24267.07854 eV
* molecular weight: 275.6 g/mol
* spin multiplicity: 3
* total charge: -1
* max |F|: 3.282 eV/Å